Run i
The following is a quantum chemistry calculation of a 2-piece molecular cluster, C4H7ClO overall, from the Open Molecules 2025 dataset.

Calculated values
LUMO energy in Ha: -0.0133
Gap between HOMO and LUMO in Eh: 0.307
E_HOMO in eV: -8.73

```
13
C4H7ClO (ωB97M-V/def2-TZVPD)
C 0.776 1.815 -0.617
C 0.287 0.598 -0.758
C 0.332 -1.685 0.382
C 0.116 -0.190 0.389
O -1.847 -0.224 0.795
Cl -2.545 0.476 -0.460
H 1.068 2.514 -1.409
H 0.651 2.213 0.431
H -0.022 0.231 -1.666
H -0.136 -2.176 -0.502
H 1.398 -2.002 0.788
H -0.269 -1.940 1.286
H 0.190 0.372 1.340
```

Atomic partial charges in e from the Mulliken method, atoms 1 to 6: -0.571, -0.117, -0.946, 0.118, -0.436, -0.047

Run ii
The following is a quantum chemistry calculation of one molecule with the formula C4H7ClO, from the Open Molecules 2025 dataset.

Calculated values
LUMO energy in Ha: 0.0301
Structure (SMILES): C=C(Cl)CCO
Gap between HOMO and LUMO in Eh: 0.387
E_HOMO in eV: -9.70

```
13
C4H7ClO (ωB97M-V/def2-TZVPD)
C 2.205 0.268 -0.122
C 0.950 -0.156 0.184
Cl 0.728 -1.978 0.108
C -0.319 0.705 0.455
C -1.435 -0.027 -0.401
O -2.158 -1.067 0.196
H 3.003 -0.511 -0.314
H 2.377 1.340 -0.111
H -0.144 1.766 0.147
H -0.438 0.850 1.536
H -2.181 0.805 -0.438
H -1.002 -0.215 -1.316
H -1.586 -1.779 0.075
```

Atomic partial charges in e from the Mulliken method, atoms 1 to 6: -0.751, 0.366, -0.280, -0.303, -0.817, -0.454

The data favor run ii; the next most stable structure lies 72.5 kcal/mol above it.

Run i
The following is a quantum chemistry calculation of C7H10N2O2S as an isolated structure, from the Open Molecules 2025 dataset.

Calculated values
LUMO energy in Ha: 0.0134
Gap between HOMO and LUMO in Eh: 0.344
E_HOMO in eV: -8.99

```
22
C7H10N2O2S (ωB97M-V/def2-TZVPD)
C 2.200 -0.608 1.462
C 0.907 -0.754 1.084
C 3.111 -0.157 0.451
C 1.191 -0.190 -1.137
C -2.009 1.811 -0.601
C -2.096 0.403 0.246
C -1.423 -0.695 -0.493
N 2.533 0.005 -0.808
N 0.472 -0.736 -0.164
O 4.259 0.218 0.658
O 0.839 0.003 -2.255
S -1.862 -2.374 -0.036
H 2.578 -0.610 2.453
H 0.208 -1.029 1.825
H -1.431 2.575 -0.174
H -3.018 2.267 -0.654
H -1.512 1.544 -1.548
H -3.209 0.236 0.210
H -1.844 0.535 1.270
H -1.355 -0.650 -1.607
H 3.194 0.450 -1.452
H -1.733 -2.244 1.270
```

Atomic partial charges in e from the Mulliken method, atoms 1 to 6: -0.849, 0.199, 0.515, 0.393, -1.052, -0.239

Run ii
The following is a quantum chemistry calculation of one molecule with the formula C7H10N2O2S, from the Open Molecules 2025 dataset.

Calculated values
LUMO energy in Ha: 0.0173
Structure (SMILES): CS(C)(=O)(N=C=O)N=C=C1CC1
Gap between HOMO and LUMO in Eh: 0.366
E_HOMO in eV: -9.48

```
22
C7H10N2O2S (ωB97M-V/def2-TZVPD)
C -1.987 -1.596 -0.329
S -1.353 0.207 0.189
C -1.743 0.863 -1.478
O -2.303 0.422 1.279
N -0.535 1.780 0.337
C -0.376 2.811 0.868
O -0.126 3.779 1.445
N 0.159 -0.413 0.716
C 1.255 -0.009 0.276
C 2.433 0.180 -0.108
C 3.687 0.907 -0.445
C 3.416 -0.467 -1.016
H -1.345 -2.235 -1.022
H -1.833 -1.950 0.695
H -3.046 -1.570 -0.637
H -1.205 1.778 -1.730
H -1.481 0.058 -2.158
H -2.781 0.999 -1.572
H 4.559 0.861 0.129
H 3.682 1.816 -0.997
H 3.200 -0.484 -2.065
H 3.791 -1.343 -0.548
```

Atomic partial charges in e from the Mulliken method, atoms 1 to 6: -1.170, 1.190, -0.992, -0.729, -0.427, 0.457

The data favor run i; the next most stable structure lies 139.6 kcal/mol above it.

Run i
The following is a quantum chemistry calculation of CHCl2FS as an isolated structure, from the Open Molecules 2025 dataset.

Calculated values
LUMO energy in Ha: -0.0359
Gap between HOMO and LUMO in Eh: 0.317
E_HOMO in eV: -9.61

```
6
CHCl2FS (ωB97M-V/def2-TZVPD)
C 2.213 -0.028 0.349
F 2.116 0.061 1.667
S 0.163 -1.026 -0.296
Cl 3.422 -1.145 -0.157
Cl 2.274 1.522 -0.410
H -0.531 0.046 0.112
```

How positive or negative is each atom? The Mulliken charges in e answer that: 0.274, -0.127, -0.177, -0.068, -0.049, 0.147

Run ii
The following is a quantum chemistry calculation of one molecule with the formula CHCl2FS, from the Open Molecules 2025 dataset.

Calculated values
LUMO energy in Ha: 0.0160
Structure (SMILES): FC(S)(Cl)Cl
Gap between HOMO and LUMO in Eh: 0.399
E_HOMO in eV: -10.41

```
6
CHCl2FS (ωB97M-V/def2-TZVPD)
F 1.484 0.718 -0.143
C 0.330 0.005 0.137
S -1.094 1.031 -0.065
Cl 0.612 -0.507 1.896
Cl 0.332 -1.445 -0.756
H -1.664 0.198 -1.069
```

How positive or negative is each atom? The Mulliken charges in e answer that: -0.174, 0.406, -0.161, -0.150, -0.102, 0.181

The data favor run ii; the next most stable structure lies 24.0 kcal/mol above it.